Here is C45H45N4NaO3S as an isolated structure from OMol25. Energies are from the ωB97M-V functional and the def2-TZVPD basis.

Last column: Löwdin charge in e.
Positions of all 99 atoms, in Å:
Na 0.25581 1.24895 -0.64218  0.29
C 2.59901 -0.99741 0.33676  -0.09
N 2.13105 -0.33080 1.54303  -0.19
C 2.96606 0.82442 1.85087  -0.19
C 2.25422 1.97978 2.57707  -0.16
C 1.96117 3.20646 1.70526  -0.23
N 0.67838 3.10378 1.02553  0.05
C -0.17995 3.99469 1.33348  -0.12
C -1.54250 4.19420 0.86355  -0.14
C -2.23097 5.27308 1.43524  -0.10
C -3.52884 5.60100 1.10499  -0.16
C -4.17937 4.80577 0.14661  -0.14
C -3.54725 3.74342 -0.44286  -0.04
C -2.19352 3.36927 -0.12577  -0.40
O -1.64643 2.38315 -0.68799  -0.09
C 2.08990 -1.31590 2.61215  -0.21
C 1.50087 -0.88473 3.95465  -0.17
C -0.02677 -0.87467 4.00494  -0.22
N -0.56433 0.04654 3.02904  0.08
C -1.42845 -0.28859 2.17163  -0.07
C -2.28327 -2.13681 0.52451  -0.34
C -2.53364 -3.54338 1.11092  -0.20
C -1.92995 -4.69549 0.39084  -0.10
C -0.86590 -4.45677 -0.39789  -0.13
C -0.31506 -3.14859 -0.62601  -0.06
C -0.94541 -1.99217 -0.20591  -0.44
O -0.56785 -0.80149 -0.40031  -0.09
H 3.61438 -1.42187 0.47026  0.09
H 2.62624 -0.29536 -0.49641  0.06
H 1.91598 -1.80593 0.07879  0.06
H 3.35059 1.20425 0.90049  0.11
H 3.85514 0.50009 2.42740  0.11
H 2.87174 2.30537 3.42143  0.10
H 1.30251 1.62912 2.97592  0.08
H 2.74427 3.31931 0.94805  0.09
H 1.98664 4.11142 2.33401  0.10
H 0.11878 4.75856 2.07394  0.10
H -1.70421 5.86959 2.17668  0.09
H -4.03017 6.44003 1.57110  0.07
H -5.20433 5.03453 -0.13209  0.08
H -4.05195 3.12690 -1.17798  0.10
H 3.12064 -1.68965 2.79408  0.11
H 1.51381 -2.17088 2.24070  0.12
H 1.89633 0.08598 4.25604  0.09
H 1.84760 -1.60440 4.70480  0.10
H -0.34197 -0.52000 4.99290  0.11
H -0.39489 -1.89950 3.91166  0.09
H -1.74945 0.49391 1.47957  0.13
H -3.60172 -3.66529 1.30489  0.14
H -2.35006 -5.68810 0.50100  0.08
H -0.39332 -5.28982 -0.91281  0.09
H 0.57966 -3.04684 -1.22825  0.08
O -4.85951 -2.21902 -0.17544  -0.53
S -3.63777 -1.41799 -0.51006  1.05
C -3.08097 -1.99455 -2.11871  -0.36
C -3.49415 -3.24241 -2.55324  -0.08
C -3.07253 -3.69779 -3.79373  -0.09
C -2.25064 -2.90497 -4.58443  -0.10
C -1.85802 -1.64693 -4.14423  -0.08
C -2.28130 -1.18192 -2.90878  -0.07
C -2.22787 -1.56957 1.98063  -0.28
C -1.82872 -3.01766 2.40402  -0.18
C -2.33872 -3.52166 3.71111  -0.06
C -3.43620 -2.98780 4.24817  -0.10
C -4.11493 -1.86625 3.59367  -0.08
C -3.58954 -1.23111 2.54593  -0.04
H -4.13394 -3.83251 -1.90909  0.10
H -3.37629 -4.67950 -4.13850  0.09
H -1.90991 -3.26896 -5.54669  0.09
H -1.19850 -1.03400 -4.74459  0.10
H -1.96800 -0.21372 -2.53837  0.11
H -0.75713 -3.17582 2.28178  0.14
H -1.82260 -4.34180 4.19896  0.10
H -3.83972 -3.36729 5.18038  0.09
H -5.07103 -1.54091 3.98757  0.09
H -4.10561 -0.38216 2.11015  0.12
C 2.71495 -1.80920 -5.02349  -0.16
C 1.77490 -1.89666 -3.99642  -0.13
C 1.60967 -0.87289 -3.08536  -0.05
C 2.38523 0.31290 -3.14024  -0.31
C 3.33031 0.38336 -4.19596  -0.06
C 3.47918 -0.65047 -5.10600  -0.14
N 2.11930 1.30644 -2.24807  0.03
C 3.01964 2.31007 -2.01689  -0.32
C 2.53828 3.60913 -1.73691  -0.06
C 3.38582 4.64282 -1.38464  -0.13
C 4.76138 4.44543 -1.29112  -0.15
C 5.25975 3.17384 -1.55790  -0.13
C 4.42002 2.13220 -1.91466  -0.07
H 2.84187 -2.61509 -5.73673  0.07
H 1.14828 -2.77859 -3.90475  0.09
H 0.86545 -0.95900 -2.30103  0.08
H 3.92932 1.27842 -4.30831  0.09
H 4.20850 -0.54339 -5.90425  0.08
H 1.46752 3.77202 -1.78345  0.10
H 2.96267 5.61880 -1.16977  0.09
H 5.42346 5.25540 -1.00943  0.07
H 6.32597 2.98511 -1.47499  0.08
H 4.83289 1.14653 -2.09452  0.10

* HOMO: -1.4 eV
* 2S+1: 1
* total charge: -2
* energy above the lowest of the compared OMol25 structures with the same formula, charge and spin: 27.61 kcal/mol